Formula: C19H27FN4O4S
Source: the Open Molecules 2025 dataset
Level of theory: wB97M-V/def2-TZVPD

Output
* energy above the lowest of the compared OMol25 structures with the same formula, charge and spin: 3.6 kcal per mole
* structure (SMILES): CN(C(=O)c1cc(S(N)(=O)=O)n(C)c1)[C@H]1CCCN(C(=O)C(F)=C2CCC2)CC1
* E_tot: -1758.2125 Eh
* 2S+1: 1
* molecular weight: 426.5 g/mol
* strongest force on any atom: 0.0185 hartree/bohr
* LUMO: 0.442 eV
* frontier orbital gap: 9.463 eV

The geometry in XYZ format:
```
56
C19H27FN4O4S, DFT wB97M-V/def2-TZVPD
C -2.8394 1.8323 0.7736
N -1.4961 2.1084 0.2844
C -0.8346 3.1819 0.8350
O -1.4107 4.2299 1.0835
C 0.6378 3.1091 1.0169
C 1.4665 2.0369 1.4167
C 2.7407 2.5351 1.5146
S 4.1627 1.6333 1.9164
N 4.6244 2.2717 3.3688
O 3.7306 0.2780 2.0828
O 5.2247 1.9719 1.0139
N 2.7265 3.8726 1.1933
C 3.8724 4.7668 1.1555
C 1.4522 4.2181 0.9050
C -0.8237 1.0273 -0.4452
C -0.7578 -0.2873 0.3601
C 0.4517 -1.1850 0.0662
C 0.8177 -1.2721 -1.4150
N -0.3488 -1.2998 -2.3008
C -1.3044 -2.2697 -2.2782
O -2.4349 -2.0826 -2.7106
C -0.9893 -3.6051 -1.6958
F 0.3145 -3.9939 -1.6465
C -1.9157 -4.4251 -1.2355
C -1.8476 -5.7597 -0.5338
C -3.3224 -5.5379 -0.0958
C -3.4098 -4.3304 -1.0689
C -0.7709 0.0033 -2.8100
C -1.5397 0.8388 -1.7919
H -2.8398 0.9687 1.4433
H -3.1939 2.7073 1.3099
H -3.5295 1.6352 -0.0472
H 1.1897 1.0213 1.6342
H 4.1975 1.7875 4.1492
H 5.6352 2.2883 3.4334
H 3.5138 5.7647 0.9184
H 4.3646 4.7821 2.1263
H 4.5837 4.4394 0.4010
H 1.1900 5.2287 0.6390
H 0.1886 1.3802 -0.6475
H -0.7614 -0.0518 1.4276
H -1.6760 -0.8535 0.1761
H 1.3383 -0.8358 0.6020
H 0.2393 -2.1855 0.4502
H 1.3857 -0.3879 -1.7037
H 1.4612 -2.1268 -1.5983
H -1.7296 -6.5870 -1.2358
H -1.0952 -5.8589 0.2476
H -4.0096 -6.3610 -0.2780
H -3.3998 -5.2366 0.9475
H -3.7974 -3.3869 -0.6886
H -3.9333 -4.5572 -1.9980
H 0.1317 0.5277 -3.1302
H -1.3980 -0.1607 -3.6835
H -2.5104 0.3670 -1.6274
H -1.7223 1.8247 -2.2265
```

Mulliken atomic charge list, values in e, 4 entries:
1. C -1.031
2. N 0.211
3. C 0.318
4. O -0.692